(1)
Computed, not measured: one molecule with the formula C5H8O, with ωB97M-V with the def2-TZVPD basis set.

Properties
Largest force on an atom (eV/A): 4.4
Total charge: 0
Frontier orbital gap (eV): 10.73
HOMO energy (eV): -9.68
Structure (SMILES): C=CCCC=O

The geometry in XYZ format:
```
14
Properties=species:S:1:pos:R:3:forces:R:3
O 1.167004 -2.619430 -1.101811 0.43 -0.65 0.32
C 0.837851 -1.461568 -1.099829 -1.94 -2.09 0.24
C -0.592855 -1.172537 -0.548516 -1.21 -0.50 4.19
C -0.869374 0.023908 0.522570 2.19 -0.64 -0.50
C 0.457605 0.811498 0.510287 -2.75 3.10 1.06
C 0.407882 2.138352 0.807243 0.89 0.38 0.67
H 1.529676 -0.860223 -1.664368 -0.16 1.64 -0.03
H -1.294976 -1.034333 -1.308894 -0.72 0.26 -1.75
H -1.070822 -2.082725 0.069624 1.86 1.32 -1.87
H -1.657144 0.717951 0.202035 0.16 -0.48 0.01
H -1.120364 -0.338963 1.555458 0.27 -0.01 -1.08
H 1.323179 0.381388 0.072111 0.61 -0.08 -0.14
H 1.291953 2.790622 0.557945 -0.87 -0.77 0.54
H -0.409621 2.706059 1.426147 1.23 -1.48 -1.67
```
Forces are in eV/Å.

(2)
Computed, not measured: C5H8O2 as an isolated structure, with ωB97M-V with the def2-TZVPD basis set.

Properties
Largest force on an atom (eV/A): 0.6
Total charge: 0
Frontier orbital gap (eV): 10.32
HOMO energy (eV): -9.39

The geometry in XYZ format:
```
15
Properties=species:S:1:pos:R:3:forces:R:3
O -1.973032 0.450718 0.672126 0.49 -0.03 -0.32
C -0.920181 0.362160 0.095329 -0.37 0.01 0.16
C -0.619796 0.359679 -1.410572 -0.05 0.00 -0.04
C 0.897091 0.176632 -1.256884 0.06 -0.05 -0.36
C 1.049433 -0.940420 -0.209631 0.01 -0.16 -0.02
C 0.500372 0.211269 0.652776 -0.07 -0.02 0.39
O 1.200683 1.146270 -0.211995 0.05 0.16 0.01
H -1.607104 -0.078620 2.949528 0.01 -0.04 0.10
H -1.375736 -0.339680 3.608511 -0.01 0.01 -0.01
H -1.142015 -0.451179 -1.927626 0.08 0.10 0.08
H -0.880317 1.315438 -1.872929 0.04 -0.12 0.07
H 1.532768 0.261090 -2.138833 -0.11 -0.03 0.13
H 0.464072 -1.859291 -0.317787 0.07 0.16 0.01
H 2.095010 -1.147532 0.024764 -0.15 0.03 -0.03
H 0.670434 0.333899 1.721444 -0.05 -0.02 -0.18
```
Forces are in eV/Å.

(3)
Computed, not measured: one molecule with the formula C5H8O2, with ωB97M-V with the def2-TZVPD basis set.

Properties
Largest force on an atom (eV/A): 2.9
Total charge: 0
Frontier orbital gap (eV): 10.72
HOMO energy (eV): -10.09
Structure (SMILES): CC1(C)CC(=O)O1

The geometry in XYZ format:
```
15
Properties=species:S:1:pos:R:3:forces:R:3
C -0.929969 1.194402 -0.508221 -0.03 0.24 0.87
C -0.030542 0.129979 0.192595 -0.76 0.25 -1.03
C -0.870971 -0.913665 0.937510 0.08 0.10 -0.10
C 0.756923 -0.375127 -0.942085 2.02 -1.09 0.62
C 2.122023 -0.360084 0.361221 -1.66 1.77 0.00
O 3.251861 -0.456050 0.724996 -2.73 -0.12 -1.05
O 1.061150 0.577024 0.993087 1.74 -1.28 -0.43
H -0.335944 2.044541 -0.861759 -0.09 -0.14 0.22
H -1.491203 0.798119 -1.381961 0.49 -0.12 0.63
H -1.659778 1.517980 0.220565 -0.34 0.48 0.02
H -0.251836 -1.733641 1.322791 -0.01 0.21 -0.16
H -1.375167 -0.450997 1.794043 0.10 -0.02 -0.18
H -1.635639 -1.339028 0.275088 0.12 0.11 0.12
H 0.189525 -1.067606 -1.604435 1.26 -0.34 0.50
H 1.199561 0.434154 -1.523441 -0.20 -0.04 -0.04
```
Forces are in eV/Å.

(4)
Computed, not measured: one molecule with the formula C5H8O2, with ωB97M-V with the def2-TZVPD basis set.

Properties
Largest force on an atom (eV/A): 0.4
Total charge: 0
Frontier orbital gap (eV): 9.87
HOMO energy (eV): -8.91
Structure (SMILES): OC[C@@H]1C=COC1

The geometry in XYZ format:
```
15
Properties=species:S:1:pos:R:3:forces:R:3
C 0.599967 -1.029524 -0.864144 -0.08 -0.21 0.04
O 0.944813 0.189588 -1.549618 0.06 0.07 -0.05
C 1.232930 1.071658 -0.561568 0.14 0.10 0.19
C 0.884785 0.675419 0.666751 0.04 0.08 -0.11
C 0.054004 -0.586035 0.494830 -0.02 -0.07 -0.03
C -1.469189 -0.261056 0.466320 0.00 -0.38 0.10
O -1.760306 1.051595 0.051644 0.02 0.16 0.05
H 1.527901 -1.604835 -0.734007 -0.17 0.05 -0.05
H -0.105066 -1.589584 -1.482925 0.08 0.14 0.08
H 1.687018 1.993902 -0.904459 0.05 -0.13 0.13
H -1.034573 1.607929 0.373046 -0.20 0.01 -0.17
H 1.064505 1.217134 1.586293 -0.09 -0.02 -0.14
H 0.243182 -1.348093 1.257624 -0.02 0.09 -0.14
H -1.961625 -0.925559 -0.256418 0.07 0.03 0.23
H -1.908343 -0.462539 1.456628 0.12 0.09 -0.13
```
Forces are in eV/Å.

(5)
Computed, not measured: one molecule with the formula C5H8O2, with ωB97M-V with the def2-TZVPD basis set.

Properties
Largest force on an atom (eV/A): 0.8
Total charge: 0
Frontier orbital gap (eV): 7.78
HOMO energy (eV): -7.73

The geometry in XYZ format:
```
15
Properties=species:S:1:pos:R:3:forces:R:3
C 1.770339 -0.562388 0.767178 0.13 -0.18 0.22
C 0.622619 -0.191186 -0.100418 -0.13 -0.61 -0.47
C 0.459420 -0.633485 -1.367826 0.34 0.07 0.37
C -0.686248 0.146351 0.351303 0.21 0.23 -0.25
O -1.085451 -0.498967 1.435867 -0.30 0.20 -0.29
C -1.403786 1.252319 -0.402853 -0.24 -0.26 0.42
O -0.810865 1.651287 -1.473881 -0.46 0.52 -0.43
H 2.672672 -0.637442 0.153072 -0.15 -0.07 0.17
H 1.565028 -1.522961 1.240603 0.21 -0.03 0.20
H 1.948826 0.184079 1.548057 -0.09 -0.14 -0.13
H -0.262531 -0.205772 -2.066048 -0.12 -0.11 0.44
H 1.084403 -1.469856 -1.650606 0.36 0.15 -0.44
H -2.055510 -0.505709 1.484837 0.10 0.31 0.12
H -2.508924 1.053541 -0.439435 0.11 -0.10 0.14
H -1.309987 1.940192 0.520147 0.01 0.00 -0.06
```
Forces are in eV/Å.

(6)
Computed, not measured: C5H8O2 as an isolated structure, with ωB97M-V with the def2-TZVPD basis set.

Properties
Largest force on an atom (eV/A): 0.8
Total charge: 0
Frontier orbital gap (eV): 10.73
HOMO energy (eV): -9.71

The geometry in XYZ format:
```
15
Properties=species:S:1:pos:R:3:forces:R:3
O -1.731803 1.193441 -0.877722 0.26 -0.09 -0.25
C -0.537032 1.093705 -0.125190 0.52 -0.01 0.18
C -0.685958 0.017306 0.966970 -0.06 -0.08 0.01
C 0.079066 -1.109655 0.228853 -0.08 -0.45 0.34
C 1.481309 -0.534099 0.129780 -0.02 0.11 0.09
C 0.682542 0.359931 -0.879634 -0.20 0.10 -0.28
O -0.085541 -0.832391 -1.191693 -0.17 -0.39 -0.06
H -2.148934 0.318557 -0.923361 0.43 0.29 -0.19
H -0.353847 2.119819 0.196750 0.30 -0.23 0.22
H -0.181924 0.323031 1.890581 -0.05 -0.26 -0.11
H -1.720456 -0.236021 1.216145 0.06 0.21 -0.20
H -0.157584 -2.146209 0.448123 0.12 -0.02 0.28
H 1.993396 -0.171276 1.027340 -0.26 0.22 -0.19
H 2.128272 -1.228809 -0.419605 -0.11 0.38 -0.01
H 1.258299 0.774564 -1.719359 -0.74 0.21 0.16
```
Forces are in eV/Å.

(7)
Computed, not measured: one molecule with the formula C5H8O2, with ωB97M-V with the def2-TZVPD basis set.

Properties
Largest force on an atom (eV/A): 3.4
Total charge: 0
Frontier orbital gap (eV): 10.26
HOMO energy (eV): -9.41
Structure (SMILES): C[C@H]1CC(=O)[C@@H]1O

The geometry in XYZ format:
```
15
Properties=species:S:1:pos:R:3:forces:R:3
C -1.264694 0.195083 -1.069936 1.24 -0.33 -0.90
C -0.905759 1.006877 0.183925 -2.50 0.86 -1.08
C 0.068021 -0.542470 -1.025696 1.23 1.00 0.72
C 0.064564 -0.074988 0.519666 2.40 0.49 -0.89
C 1.367354 0.327327 1.253149 1.44 -3.03 -0.70
O -2.148161 -0.055300 -1.827390 -1.25 0.51 0.30
O 0.030175 -1.929716 -1.178309 -0.31 0.15 -0.25
H -0.391676 1.856416 -0.190713 0.85 0.96 -0.48
H -1.752130 1.467362 0.721884 0.43 -0.83 0.52
H 0.842087 -0.053672 -1.724852 -0.96 -0.84 1.20
H -0.464836 -0.916109 0.863960 -0.34 -1.02 1.58
H 2.038879 0.970412 0.654277 -1.01 0.78 0.69
H 2.140497 -0.533617 1.313656 -1.57 0.49 -0.28
H 1.209566 0.465937 2.317375 -0.01 1.13 -0.06
H -0.833887 -2.183543 -0.810993 0.38 -0.31 -0.38
```
Forces are in eV/Å.

(8)
Computed, not measured: C5H8O2 as an isolated structure, with ωB97M-V with the def2-TZVPD basis set.

Properties
Largest force on an atom (eV/A): 0.6
Total charge: 0
Frontier orbital gap (eV): 10.32
HOMO energy (eV): -9.39

The geometry in XYZ format:
```
15
Properties=species:S:1:pos:R:3:forces:R:3
O -1.970436 0.720747 -0.428895 0.55 -0.22 -0.03
C -0.824786 0.352166 -0.414460 -0.39 0.09 -0.05
C 0.019906 -0.251369 -1.543675 -0.02 -0.01 -0.06
C 1.315102 -0.344354 -0.725490 0.19 -0.19 -0.26
C 0.886965 -0.980523 0.607650 -0.01 -0.16 0.04
C 0.220911 0.403256 0.707938 -0.21 0.15 0.29
O 1.331918 0.951719 -0.056146 0.08 0.14 -0.03
H -2.558724 1.280353 1.706175 -0.06 -0.03 0.13
H -2.677405 1.188380 2.436434 0.00 0.05 0.01
H -0.385387 -1.208407 -1.887360 0.06 0.13 0.06
H 0.098558 0.436702 -2.388948 0.01 -0.08 0.11
H 2.246004 -0.591179 -1.236579 -0.15 0.01 0.09
H 0.268021 -1.883483 0.598487 0.07 0.17 -0.02
H 1.721534 -1.066160 1.306078 -0.14 0.02 -0.09
H -0.016284 0.918206 1.637698 0.02 -0.07 -0.17
```
Forces are in eV/Å.